# 1
{
  "formula": "C21H37NO4PPtSSbSe4",
  "method": "ωB97M-V/def2-TZVPD",
  "multiplicity": 1,
  "homo_ha": [-0.030, -0.031],
  "de_lowest_ev": 2.5501,
  "total_charge": -2,
  "mol_weight_g_mol": 1063.25,
  "symbols": ["Pt", "C", "C", "C", "C", "P", "C", "C", "C", "C", "C", "C", "C", "C", "C", "C", "H", "H", "H", "H", "H", "H", "H", "H", "H", "H", "H", "H", "H", "H", "H", "H", "H", "H", "H", "H", "H", "H", "H", "O", "N", "O", "C", "C", "C", "S", "O", "C", "C", "C", "H", "H", "H", "H", "H", "H", "H", "H", "H", "H", "H", "H", "H", "H", "O", "C", "Se", "Sb", "Se", "Se", "Se"],
  "positions_angstrom": [[-1.432785, 1.239179, 1.517575], [1.601187, 4.981922, 0.755969], [1.071020, 4.181841, -0.434820], [1.968691, 4.387895, -1.653536], [-0.327789, 4.709783, -0.781867], [0.746270, 2.380902, 0.117715], [0.324622, 1.703069, -1.537195], [-1.033036, 1.534087, -1.807695], [-1.456356, 1.074242, -3.044134], [-0.528677, 0.750514, -4.020165], [0.824831, 0.891660, -3.758142], [1.245506, 1.375050, -2.529378], [2.348472, 1.556133, 0.705843], [2.136444, 0.060268, 0.467755], [3.687622, 1.999747, 0.118401], [2.360976, 1.787280, 2.223703], [1.550457, 6.051787, 0.532354], [2.637747, 4.729400, 0.984871], [0.991288, 4.791336, 1.641268], [1.957561, 5.449840, -1.923964], [1.602604, 3.819729, -2.507082], [3.001502, 4.098973, -1.458040], [-0.270523, 5.773322, -1.030672], [-1.004839, 4.587948, 0.062668], [-0.746147, 4.172428, -1.632478], [-1.752536, 1.728000, -1.016374], [-2.511525, 0.926511, -3.237658], [-0.856030, 0.370119, -4.980404], [1.556544, 0.607467, -4.505755], [2.305226, 1.471814, -2.336183], [2.090277, -0.185486, -0.591024], [1.189886, -0.256852, 0.904102], [2.941102, -0.513078, 0.937872], [3.725042, 1.868038, -0.962130], [4.480133, 1.383956, 0.556041], [3.905552, 3.042111, 0.354521], [1.412771, 1.465101, 2.659557], [2.507951, 2.840706, 2.469374], [3.162333, 1.202991, 2.684797], [-1.521786, -2.519946, 2.564968], [-1.528002, -1.321572, 2.481058], [-1.076980, -0.787079, 1.370054], [2.015587, -4.439409, 0.008074], [0.897798, -5.009701, -0.866904], [0.101520, -3.908898, -1.562822], [-0.559892, -2.608449, -0.386316], [-0.330907, -1.393595, -1.201927], [-2.355241, -2.956448, -0.607886], [-2.813953, -4.393948, -0.402941], [-2.376974, -4.987835, 0.935018], [2.564379, -5.236196, 0.511962], [1.600690, -3.771174, 0.761132], [2.716828, -3.865002, -0.601351], [0.224958, -5.607336, -0.249196], [1.326864, -5.681155, -1.619058], [-0.710364, -4.317856, -2.163908], [0.747760, -3.320989, -2.215775], [-2.578768, -2.590038, -1.611819], [-2.835751, -2.300588, 0.121713], [-2.450387, -5.020434, -1.223782], [-3.906735, -4.412878, -0.442368], [-1.295326, -4.943370, 1.055600], [-2.693273, -6.029827, 1.006622], [-2.813713, -4.430132, 1.761221], [-1.982713, 4.015571, 2.466860], [-1.853080, 2.970371, 2.014987], [-6.310250, 0.838633, 4.917917], [-4.885837, -1.163841, 4.984685], [-3.125354, -0.165243, 3.079892], [-3.677382, -1.494222, 7.094406], [-5.927088, -3.187146, 4.074194]],
  "forces_ev_per_angstrom": [[0.1, 1.3, -0.1], [-0.1, -0.2, 0.0], [0.1, -0.1, 0.0], [0.0, 0.0, 0.1], [0.1, -0.1, 0.1], [0.3, 0.4, -0.4], [0.2, -0.1, 0.1], [0.1, 0.0, 0.0], [0.0, -0.1, -0.1], [0.0, 0.0, -0.1], [0.1, 0.0, 0.0], [0.0, -0.1, 0.0], [-0.1, 0.0, -0.2], [-0.1, 0.0, 0.0], [-0.1, 0.0, 0.0], [-0.1, 0.0, -0.1], [0.0, 0.0, 0.0], [0.0, 0.0, 0.0], [0.0, 0.0, 0.1], [0.1, 0.0, 0.0], [0.0, 0.1, 0.0], [0.0, 0.0, 0.0], [0.0, 0.0, 0.0], [-0.1, 0.1, 0.0], [0.0, 0.1, 0.0], [0.0, 0.0, -0.1], [0.0, 0.0, 0.0], [0.0, 0.0, 0.0], [0.0, 0.0, 0.0], [0.0, 0.0, 0.0], [0.0, -0.1, 0.0], [0.0, -0.1, 0.0], [0.1, 0.0, 0.0], [0.1, 0.0, 0.0], [0.1, 0.0, 0.0], [0.0, 0.0, 0.0], [0.0, 0.0, 0.0], [0.0, 0.0, 0.1], [0.1, 0.0, 0.0], [0.8, 0.7, 0.6], [-2.0, -0.9, -1.5], [0.7, -0.4, 1.2], [-0.1, -0.1, -0.2], [0.0, 0.1, 0.1], [-0.1, -0.1, 0.4], [0.0, -1.3, -1.2], [0.1, 0.9, -0.2], [0.2, 0.0, 0.3], [0.2, -0.1, 0.2], [-0.1, 0.1, -0.1], [0.0, 0.0, 0.0], [0.1, 0.0, 0.1], [0.0, 0.0, 0.0], [0.0, -0.1, 0.0], [-0.1, 0.0, 0.0], [0.0, 0.0, 0.0], [0.0, 0.1, 0.1], [0.1, 0.1, 0.0], [0.0, 0.1, 0.0], [-0.1, 0.0, 0.0], [0.0, 0.0, -0.1], [0.0, 0.0, 0.1], [0.0, 0.0, 0.1], [-0.1, -0.1, 0.1], [-0.1, 0.2, -0.1], [0.1, -0.5, 0.2], [0.7, -0.3, -0.4], [-0.2, -0.7, 0.7], [-0.8, 0.3, 1.0], [-0.1, 0.1, -0.4], [0.2, 0.3, 0.0]]
}

# 2
{
  "formula": "C21H37O24S7",
  "method": "ωB97M-V/def2-TZVPD",
  "multiplicity": 1,
  "homo_ha": -0.449,
  "de_lowest_ev": 0.4098,
  "total_charge": 1,
  "mol_weight_g_mol": 897.97,
  "symbols": ["C", "S", "C", "C", "C", "C", "C", "C", "C", "C", "H", "H", "H", "H", "H", "H", "H", "H", "H", "H", "H", "H", "H", "C", "C", "O", "S", "O", "O", "O", "H", "H", "H", "H", "C", "C", "O", "S", "O", "O", "O", "H", "H", "H", "H", "C", "C", "O", "S", "O", "O", "O", "H", "H", "H", "H", "C", "C", "O", "S", "O", "O", "O", "H", "H", "H", "H", "C", "C", "O", "S", "O", "O", "O", "H", "H", "H", "H", "C", "C", "O", "S", "O", "O", "O", "H", "H", "H", "H"],
  "positions_angstrom": [[2.962336, -7.068483, 6.629609], [1.496494, -7.956062, 6.040763], [1.365135, -7.726657, 4.237395], [1.783038, -6.334373, 3.798818], [1.475216, -5.208598, 4.518356], [1.899580, -3.976094, 4.116370], [2.639670, -3.844252, 2.964342], [2.923136, -4.963203, 2.224135], [3.717281, -4.857951, 0.938374], [2.500289, -6.207294, 2.639059], [2.612487, -6.111504, 7.021376], [3.589881, -6.816906, 5.773962], [3.472424, -7.631498, 7.405855], [0.406997, -7.340488, 6.546078], [2.085214, -8.431372, 3.812476], [0.379561, -8.032202, 3.878901], [0.901330, -5.324459, 5.434525], [1.655501, -3.133652, 4.749035], [2.963718, -2.845869, 2.692323], [3.644687, -3.848950, 0.535697], [4.764225, -5.097140, 1.145702], [3.360586, -5.566814, 0.187398], [2.751530, -7.061825, 2.017085], [1.735773, 1.511296, 5.941035], [1.270059, 0.751250, 4.723601], [2.068507, -0.456180, 4.727862], [2.372744, -0.874974, 6.247275], [1.434450, -1.873492, 6.636843], [3.768537, -1.072450, 6.389071], [1.960917, 0.498550, 6.936442], [2.679931, 2.025984, 5.755882], [0.997042, 2.226826, 6.288600], [1.423931, 1.312236, 3.810142], [0.219569, 0.468923, 4.811808], [-0.965278, 2.479250, 0.653916], [-1.303745, 3.911972, 0.956847], [-1.669044, 3.916117, 2.346820], [-0.821578, 2.809034, 3.117915], [0.292932, 3.436954, 3.742363], [-1.714101, 1.984025, 3.849646], [-0.286221, 1.999155, 1.839351], [-1.866085, 1.881460, 0.510432], [-0.328235, 2.383445, -0.219908], [-2.117117, 4.280477, 0.342779], [-0.433567, 4.561128, 0.834527], [-3.572598, 5.588315, -3.454918], [-4.796705, 4.862061, -3.965349], [-4.887118, 3.686981, -3.136483], [-4.345899, 4.025449, -1.672398], [-5.445359, 4.314153, -0.828395], [-3.358309, 3.059092, -1.328155], [-3.608071, 5.400861, -2.028295], [-2.657358, 5.129637, -3.837434], [-3.576264, 6.649641, -3.701978], [-4.711940, 4.584443, -5.012656], [-5.700006, 5.450010, -3.818640], [2.758133, -6.394400, -4.943745], [2.675279, -5.137582, -4.102794], [2.590046, -4.072330, -5.053100], [1.792036, -4.582844, -6.358778], [0.440395, -4.176169, -6.245550], [2.577166, -4.299695, -7.498112], [1.873367, -6.155345, -6.040546], [3.764977, -6.543883, -5.339118], [2.448560, -7.281877, -4.397296], [3.543622, -5.004261, -3.461444], [1.766227, -5.127289, -3.493881], [1.694972, -1.417909, -1.479291], [1.529831, -1.519235, -2.981041], [1.168889, -0.197293, -3.388808], [1.882720, 0.873917, -2.434336], [3.058211, 1.342178, -3.065034], [0.888911, 1.757117, -1.943223], [2.307455, -0.142975, -1.262620], [0.727778, -1.424906, -0.970718], [2.320348, -2.209747, -1.076317], [0.760371, -2.230343, -3.271523], [2.469760, -1.782124, -3.471429], [-5.709328, 11.102447, -4.605286], [-6.236372, 10.423004, -5.850358], [-5.483242, 9.203383, -5.934855], [-5.143254, 8.684150, -4.461554], [-6.092865, 7.697885, -4.096192], [-3.742853, 8.456541, -4.382591], [-5.487507, 10.031490, -3.675663], [-4.754002, 11.596125, -4.792825], [-6.412717, 11.820646, -4.192908], [-6.094587, 11.020452, -6.746380], [-7.292442, 10.164887, -5.748866]],
  "forces_ev_per_angstrom": [[-0.6, 1.2, 0.0], [0.0, -1.6, 0.0], [0.7, 0.9, -0.4], [-0.4, -0.9, 0.1], [-0.7, -0.5, 1.0], [-0.2, 0.8, 0.6], [-0.2, 0.7, 0.4], [0.7, 0.1, -1.5], [0.0, -0.1, 0.3], [0.3, -0.3, -0.4], [0.1, -0.1, 0.1], [0.0, -0.3, 0.0], [-0.2, -0.3, -0.2], [0.4, 0.5, -0.2], [-0.1, -0.2, 0.3], [-0.1, 0.0, 0.5], [0.0, 0.3, 0.0], [0.0, 0.1, -0.2], [0.1, -0.2, -0.2], [0.2, 0.0, 0.0], [0.0, 0.2, -0.2], [0.0, 0.1, 0.1], [-0.1, -0.1, 0.1], [0.3, 0.5, -0.3], [-0.5, -0.1, 0.1], [0.3, 0.0, 0.4], [-0.3, 0.9, -0.3], [0.2, -0.2, 0.2], [0.1, -0.4, 0.0], [-0.2, -0.5, -0.1], [0.0, 0.0, 0.0], [0.0, -0.2, 0.2], [0.3, -0.3, -0.1], [0.0, 0.0, 0.0], [-0.5, -0.3, -0.4], [0.5, 0.4, -0.3], [0.0, -0.5, 0.3], [-0.4, 0.4, -1.0], [0.1, -0.3, 0.3], [0.1, 0.0, 0.4], [0.0, 0.5, 0.3], [0.0, 0.0, 0.0], [0.2, -0.1, 0.2], [-0.2, 0.0, 0.3], [0.0, 0.0, 0.0], [0.4, -0.1, -0.5], [-0.3, 0.4, 0.1], [0.5, -0.1, 0.2], [-0.1, 0.5, -0.9], [0.1, -0.2, 0.4], [-0.2, -0.2, 0.2], [-0.4, -0.2, 0.1], [0.0, 0.0, 0.0], [0.0, -0.4, 0.4], [0.0, -0.3, 0.1], [0.0, 0.0, 0.0], [0.5, -0.1, 0.0], [-0.3, -0.1, 0.3], [0.2, -0.2, -0.2], [0.1, -0.2, 0.2], [-0.1, 0.0, -0.1], [0.0, 0.2, -0.1], [-0.2, 0.3, 0.2], [0.0, 0.0, 0.0], [-0.2, 0.0, -0.1], [0.1, 0.2, -0.2], [0.0, -0.1, 0.0], [-0.5, -0.1, 0.1], [0.5, -0.3, -0.1], [-0.2, 0.2, 0.4], [0.0, -0.5, -0.2], [0.1, 0.2, 0.1], [0.0, 0.2, -0.1], [0.1, 0.0, -0.3], [0.0, 0.0, 0.0], [0.2, 0.1, 0.1], [-0.1, 0.2, -0.1], [0.0, -0.1, 0.0], [0.3, 0.3, -0.2], [-0.5, 0.1, 0.1], [0.4, 0.1, 0.2], [-0.3, 1.1, -0.3], [0.2, -0.3, 0.2], [-0.1, -0.1, -0.1], [-0.2, -0.3, -0.2], [0.0, 0.0, 0.0], [0.0, -0.2, 0.2], [0.2, -0.2, -0.1], [0.0, 0.0, 0.0]]
}

# 3
{
  "formula": "C21H38AsAuN3O5SSi3",
  "method": "ωB97M-V/def2-TZVPD",
  "multiplicity": 3,
  "homo_ha": [-0.419, -0.426],
  "de_lowest_ev": 0.1613,
  "total_charge": 1,
  "mol_weight_g_mol": 800.76,
  "symbols": ["Au", "C", "C", "C", "C", "C", "C", "C", "S", "O", "O", "N", "C", "C", "C", "C", "C", "N", "H", "H", "H", "H", "H", "H", "H", "H", "H", "H", "H", "O", "N", "O", "O", "C", "Si", "C", "C", "As", "Si", "C", "C", "C", "Si", "C", "C", "C", "H", "H", "H", "H", "H", "H", "H", "H", "H", "H", "H", "H", "H", "H", "H", "H", "H", "H", "H", "H", "H", "H", "H", "H", "H", "H", "H"],
  "positions_angstrom": [[0.896316, 0.485273, -1.749916], [-4.661429, -5.173840, 0.356416], [-3.772997, -4.264736, -0.439262], [-2.406474, -4.507684, -0.526243], [-1.581611, -3.697590, -1.291288], [-2.137973, -2.632856, -1.983188], [-3.499806, -2.375916, -1.920996], [-4.305692, -3.185389, -1.143013], [-1.102857, -1.609733, -2.964191], [0.244109, -2.102570, -2.848282], [-1.706219, -1.402922, -4.247058], [-1.085348, -0.164189, -2.139367], [-1.458804, 1.011025, -2.779215], [-2.551847, 1.267413, -3.599975], [-2.659718, 2.538356, -4.123828], [-1.695373, 3.510017, -3.844177], [-0.638431, 3.178265, -3.029916], [-0.554128, 1.958078, -2.489849], [-4.165088, -5.518063, 1.262217], [-4.920065, -6.055074, -0.231548], [-5.588892, -4.680034, 0.636475], [-1.983113, -5.351769, 0.002812], [-0.525476, -3.896978, -1.373534], [-3.928906, -1.558260, -2.481990], [-5.367146, -2.989159, -1.090517], [-3.250452, 0.485757, -3.845139], [-3.491491, 2.779215, -4.770504], [-1.765040, 4.504286, -4.256330], [0.143807, 3.880524, -2.783939], [4.731251, 0.148531, -1.879678], [3.546957, 0.173795, -1.814282], [2.838801, -0.813328, -1.493070], [2.885519, 1.251363, -2.062766], [4.421949, 2.459646, 0.810725], [3.696204, 0.964561, 1.652392], [4.576782, -0.641808, 1.305298], [3.463124, 1.249441, 3.482663], [1.417368, 0.777716, 0.883005], [0.178507, 2.789386, 1.239527], [1.040251, 4.037209, 0.153111], [0.272315, 3.239848, 3.048599], [-1.581775, 2.443142, 0.727004], [0.325890, -1.224716, 1.669864], [-1.478865, -1.100585, 1.245753], [1.206808, -2.615619, 0.809718], [0.570514, -1.237369, 3.520318], [5.510336, 2.410187, 0.860912], [4.107177, 3.368136, 1.325558], [4.145644, 2.539786, -0.240511], [5.602505, -0.429359, 1.003029], [4.124943, -1.225430, 0.506919], [4.607590, -1.247876, 2.211664], [4.453318, 1.285166, 3.941077], [2.910782, 0.446269, 3.967740], [2.966768, 2.192484, 3.700416], [1.974700, 4.375940, 0.599626], [0.400842, 4.909440, 0.010625], [1.279560, 3.622864, -0.824116], [1.207467, 3.734768, 3.303281], [0.145977, 2.381942, 3.708256], [-0.540791, 3.936030, 3.261254], [-1.660119, 1.738742, -0.100313], [-2.056067, 3.375804, 0.420101], [-2.151871, 2.042585, 1.565022], [-1.668926, -0.801242, 0.218961], [-1.973283, -0.391405, 1.911609], [-1.939949, -2.078287, 1.396425], [1.222068, -2.490059, -0.271676], [0.701629, -3.555994, 1.034783], [2.237282, -2.697562, 1.154343], [0.343028, -0.276301, 3.981140], [1.578000, -1.530031, 3.808441], [-0.120072, -1.969232, 3.942597]],
  "forces_ev_per_angstrom": [[0.3, 0.2, -0.3], [0.0, 0.0, 0.0], [0.0, 0.0, 0.0], [0.1, 0.0, 0.0], [-0.1, 0.0, 0.0], [0.0, -0.1, 0.0], [0.0, 0.0, 0.0], [0.0, 0.0, 0.0], [-0.1, 0.0, 0.1], [0.0, -0.1, -0.1], [0.0, -0.1, 0.0], [0.0, -0.2, 0.0], [-0.1, -0.2, 0.1], [0.0, 0.1, 0.0], [0.1, 0.0, 0.0], [0.0, 0.0, 0.0], [-0.1, 0.1, 0.0], [-0.1, 0.0, -0.2], [0.0, 0.0, 0.0], [0.0, 0.0, 0.0], [0.0, 0.0, 0.0], [0.0, 0.0, 0.0], [0.1, 0.0, 0.0], [0.0, 0.1, 0.0], [-0.1, 0.0, 0.0], [0.0, 0.0, 0.0], [0.0, 0.0, 0.0], [0.0, 0.0, 0.0], [0.1, 0.0, 0.0], [0.6, 0.0, 0.0], [-0.1, 0.1, -0.2], [-0.4, -0.4, 0.1], [0.1, 0.4, 0.0], [-0.1, 0.0, 0.0], [0.0, 0.0, -0.1], [-0.1, 0.1, 0.0], [0.0, 0.0, -0.1], [-0.2, -0.1, 0.5], [0.0, 0.0, -0.1], [0.0, 0.0, 0.1], [0.0, 0.0, -0.1], [0.1, -0.1, 0.0], [0.0, 0.0, -0.1], [0.0, 0.1, 0.2], [0.0, 0.1, 0.1], [0.0, 0.0, -0.1], [0.1, 0.0, 0.0], [0.0, 0.0, 0.0], [0.0, 0.0, 0.0], [0.1, 0.0, 0.0], [0.0, 0.0, 0.0], [0.0, 0.0, 0.0], [0.1, 0.0, 0.0], [0.0, 0.0, 0.0], [0.0, 0.1, 0.0], [0.0, 0.0, 0.0], [0.0, 0.1, 0.0], [0.0, 0.0, -0.1], [0.1, 0.0, 0.0], [0.0, 0.0, 0.0], [0.0, 0.1, 0.0], [0.0, 0.0, 0.0], [0.0, 0.1, 0.0], [0.0, 0.0, 0.0], [0.0, 0.0, -0.1], [0.0, 0.0, 0.0], [0.0, -0.1, 0.0], [0.0, 0.0, -0.1], [0.0, -0.1, 0.0], [0.1, 0.0, 0.0], [0.0, 0.0, 0.0], [0.1, 0.0, 0.0], [0.0, -0.1, 0.0]]
}